[1]
Entry from OMol25: a 5-piece molecular cluster, C27H55N3O8P overall in a non-equilibrium geometry (ωB97M-V/def2-TZVPD).

The spin multiplicity is 1. The max |F| comes out at 0.02906 Eh/bohr. As for the total charge: +1. The calculation puts the LUMO energy at -3.05 eV. As for the orbital gap: 7.915 eV.

Structure (XYZ):
```
94
Properties=species:S:1:pos:R:3:forces:R:3
C -1.4565 -1.1470 -1.9560 0.468 0.639 -0.071
C 0.0682 -1.2190 -1.8278 -0.881 -0.889 0.493
P 0.7073 -2.8944 -1.4233 1.368 0.252 -0.546
C 0.0031 -3.8863 -2.7864 -0.477 -0.204 0.335
N -0.3021 -3.4810 -0.0512 -0.812 0.190 0.257
C -1.2898 -4.4564 -0.0491 -0.266 -0.114 0.088
C -1.7596 -4.6056 1.2091 0.249 0.237 0.206
N -1.0576 -3.7037 1.9811 0.294 0.002 -0.545
C -0.1903 -3.0451 1.2053 0.055 0.187 0.354
C 0.7055 -2.0429 1.8121 0.434 0.444 -0.150
C 1.4558 -2.4140 2.9147 -0.030 -0.954 0.466
C 2.2763 -1.5144 3.5745 -0.483 0.622 -0.710
C 2.2857 -0.2313 3.0532 0.147 -0.284 0.244
C 1.5116 0.0544 1.9352 0.057 0.452 -0.032
N 0.7245 -0.8071 1.3038 0.063 -0.325 0.172
H -1.9611 -1.5838 -1.0990 -0.099 -0.168 0.079
H -1.7418 -0.0986 -1.9907 -0.195 0.086 -0.097
H -1.7949 -1.6059 -2.8792 -0.164 -0.174 -0.027
H 0.4394 -0.5657 -1.0497 0.060 0.235 -0.014
H 0.5573 -0.9775 -2.7681 0.189 0.105 -0.111
H 0.0168 -3.2963 -3.6964 0.224 0.157 -0.112
H 0.5709 -4.7961 -2.9389 0.132 -0.109 -0.026
H -1.0383 -4.1572 -2.6264 -0.092 0.071 -0.107
H -1.6120 -4.9835 -0.9229 0.113 -0.011 -0.145
H -2.5057 -5.2580 1.6134 -0.128 -0.094 0.031
H -1.1097 -3.4894 2.9649 -0.350 -0.226 0.098
H 1.4012 -3.4351 3.2685 0.022 -0.105 -0.022
H 2.8536 -1.7834 4.4411 0.097 -0.126 0.106
H 2.8889 0.5402 3.5009 0.078 0.168 -0.001
H 1.5350 1.0632 1.5489 -0.072 0.063 -0.163
C -4.4094 0.7633 -3.4540 0.033 -0.036 0.125
O -3.2252 1.4197 -3.8723 -0.239 -0.087 -0.137
C -2.9972 1.3006 -5.2736 0.300 0.110 0.147
C -3.3633 2.5677 -6.0123 -0.210 -0.088 -0.228
O -4.7601 2.8019 -5.9781 0.035 0.019 0.169
C -5.1394 3.8069 -5.0533 -0.037 -0.013 -0.060
H -4.5937 1.0342 -2.4150 0.065 0.026 0.005
H -5.2743 1.0579 -4.0514 0.028 -0.001 -0.045
H -4.2784 -0.3234 -3.5137 -0.098 -0.016 -0.031
H -3.5520 0.4511 -5.6810 -0.038 0.009 -0.013
H -1.9277 1.1065 -5.4139 -0.012 -0.003 -0.020
H -3.0751 2.4569 -7.0623 0.042 0.004 0.016
H -2.8164 3.4206 -5.6002 0.025 0.001 0.036
H -4.8129 4.7925 -5.3998 0.025 0.015 0.058
H -4.7279 3.6151 -4.0584 0.023 0.022 0.000
H -6.2258 3.8021 -4.9906 -0.002 -0.013 -0.050
C 1.0245 5.5216 -3.2551 -0.043 0.052 0.016
O -0.2282 5.2007 -2.6755 0.128 -0.089 -0.029
C -0.8533 4.0745 -3.2703 -0.142 0.234 0.185
C -0.7211 2.8419 -2.4086 0.166 -0.245 -0.193
O 0.6327 2.3943 -2.3319 -0.026 0.030 0.150
C 1.2628 2.7427 -1.1171 0.057 -0.013 -0.096
H 1.4869 6.2880 -2.6358 -0.048 0.016 0.014
H 1.6851 4.6516 -3.2952 -0.002 -0.008 -0.030
H 0.8905 5.9232 -4.2647 0.047 -0.039 -0.023
H -0.4431 3.8861 -4.2679 0.027 -0.032 0.000
H -1.9165 4.3109 -3.3785 -0.007 -0.046 -0.024
H -1.3031 2.0364 -2.8556 -0.068 0.026 -0.004
H -1.1205 3.0349 -1.4078 0.025 0.052 0.020
H 0.8388 2.1635 -0.2860 -0.034 0.070 0.037
H 1.1629 3.8091 -0.9015 -0.026 -0.006 0.045
H 2.3212 2.5003 -1.2094 -0.009 -0.034 -0.024
C -3.9579 -1.2595 5.6195 0.005 0.024 0.035
O -2.6964 -0.6832 5.3194 -0.084 -0.059 -0.064
C -2.3476 -0.7673 3.9533 0.270 0.003 0.229
C -2.5462 0.5469 3.2303 -0.176 -0.065 -0.322
O -3.9171 0.8774 3.1309 0.023 0.007 0.136
C -4.3268 1.8763 4.0542 -0.044 0.002 -0.039
H -4.1982 -1.0053 6.6492 0.055 0.004 0.011
H -4.7422 -0.8719 4.9658 0.004 -0.020 -0.019
H -3.9137 -2.3510 5.5309 -0.046 0.001 -0.029
H -2.9202 -1.5605 3.4555 -0.068 0.046 -0.040
H -1.2802 -1.0317 3.9084 0.003 0.025 -0.039
H -2.1590 0.4494 2.2088 0.062 0.001 0.028
H -1.9847 1.3410 3.7310 0.015 -0.015 0.054
H -3.9019 2.8472 3.7825 0.021 0.008 0.053
H -4.0356 1.6225 5.0759 0.030 0.016 0.001
H -5.4114 1.9434 4.0035 0.003 -0.018 -0.054
C 7.7773 -0.0904 1.6563 -0.009 0.049 0.017
O 6.5233 -0.3630 2.2627 0.062 -0.041 -0.035
C 5.8798 -1.5099 1.7352 -0.148 0.239 0.215
C 6.0127 -2.6968 2.6646 0.072 -0.285 -0.242
O 7.3479 -3.1564 2.7391 0.003 0.125 0.098
C 8.0156 -2.7668 3.9282 0.029 -0.035 -0.034
H 8.2546 0.7012 2.2303 -0.049 0.014 0.019
H 8.4241 -0.9704 1.6596 -0.008 -0.011 -0.024
H 7.6392 0.2574 0.6276 0.037 -0.042 -0.020
H 6.2709 -1.7564 0.7442 0.033 -0.049 0.005
H 4.8173 -1.2595 1.6271 -0.007 -0.072 -0.045
H 5.4098 -3.5225 2.2683 -0.046 0.030 0.013
H 5.6314 -2.4475 3.6610 0.011 0.069 0.007
H 7.6082 -3.3031 4.7916 -0.005 0.049 0.031
H 7.9399 -1.6900 4.0972 -0.024 0.000 0.021
H 9.0647 -3.0323 3.8168 -0.015 -0.042 -0.031
```
Positions in Å, forces in eV/Å.

Results of the Löwdin charge analysis, in e, for atoms 1 through 5:
1 C -0.12
2 C -0.40
3 P 1.01
4 C -0.27
5 N -0.13

---

[2]
Entry from OMol25: C27H56Br22NO6S2 as an isolated structure in a non-equilibrium geometry (ωB97M-V/def2-TZVPD).

The spin multiplicity is 1. The max |F| comes out at 0.07121 Eh/bohr. As for the total charge: -1. The calculation puts the LUMO energy at 1.58 eV. As for the orbital gap: 7.258 eV.

Structure (XYZ):
```
114
Properties=species:S:1:pos:R:3:forces:R:3
C 1.3608 -1.9377 3.0865 0.270 0.038 0.133
C 1.5827 -1.6254 1.6313 -0.309 -0.266 -0.165
O 0.9445 -0.4672 1.1385 0.063 -0.075 -0.087
C 1.1818 0.7340 1.8129 -0.154 0.064 0.050
C -0.1035 1.3212 2.3479 -0.387 -0.219 -0.325
O -0.7717 0.4978 3.2922 0.234 -0.140 -0.094
C -2.1567 0.6941 3.2661 0.511 0.219 0.629
S -3.0278 -0.1812 1.9473 0.693 -0.061 -0.777
O -2.1753 -1.1866 1.3473 0.200 -0.090 0.385
O -3.4066 0.8492 0.9922 -0.459 0.305 0.679
N -4.2499 -0.7859 2.7366 0.035 0.606 -0.527
S -5.0236 -1.8989 1.9191 1.840 -2.424 2.037
O -4.5164 -3.2181 2.2442 0.692 -0.151 -0.979
O -6.3986 -1.8211 2.2702 -1.803 0.218 0.414
H 1.9225 -1.2647 3.7263 -0.051 0.244 0.243
H 0.3134 -1.9221 3.3437 -0.336 0.124 0.050
H 1.7437 -2.9330 3.2805 0.112 -0.279 0.023
H 1.1655 -2.4193 1.0289 -0.120 -0.180 -0.061
H 2.6552 -1.6278 1.4211 0.278 0.221 -0.044
H 1.9727 0.6632 2.5554 -0.340 -0.267 0.092
H 1.5330 1.4528 1.0706 0.179 0.294 -0.078
H 0.0710 2.3100 2.7753 0.193 0.229 0.198
H -0.7597 1.4629 1.4933 -0.140 0.025 -0.285
H -2.3780 1.7497 3.1454 -0.279 0.240 -0.188
H -2.5562 0.3768 4.2166 -0.187 -0.349 0.182
H -4.7914 -1.6315 0.5587 -0.038 -0.469 1.250
Br -0.0782 -5.2305 2.3546 0.044 0.042 0.093
C -0.9257 -5.4837 0.6324 -0.029 -0.074 0.255
C 0.0923 -5.7854 -0.4276 -0.009 0.123 -0.369
Br 1.0597 -4.1938 -1.0083 0.037 -0.137 -0.065
H -1.5124 -4.5940 0.4403 -0.023 0.139 -0.067
H -1.5951 -6.3295 0.7616 -0.016 -0.061 -0.050
H -0.3889 -6.1596 -1.3287 -0.057 -0.024 0.023
H 0.8421 -6.4938 -0.0941 -0.068 -0.041 0.070
Br 4.0907 1.6387 3.3166 0.377 0.243 0.289
C 3.8587 2.6106 4.9838 0.114 0.016 -0.189
C 4.6237 1.9671 6.1081 -0.129 -0.044 0.161
Br 3.7377 0.3549 6.7420 0.097 -0.034 -0.016
H 2.7917 2.6518 5.1770 -0.024 -0.004 0.044
H 4.2349 3.6137 4.7969 0.027 0.019 0.038
H 4.6728 2.6320 6.9674 -0.003 0.032 -0.002
H 5.6272 1.6814 5.8109 0.021 0.018 -0.058
Br -6.5874 -0.2915 0.1858 -1.539 1.841 -2.022
C -8.1587 -0.3173 -0.9634 0.326 0.031 0.060
C -8.0300 0.5372 -2.1975 -0.107 0.036 -0.022
Br -8.2625 2.4281 -1.7961 -0.034 -0.001 -0.007
H -8.9999 -0.0160 -0.3479 -0.055 -0.006 -0.011
H -8.2677 -1.3623 -1.2452 -0.076 0.003 -0.075
H -8.8178 0.3052 -2.9114 -0.006 -0.034 0.002
H -7.0602 0.4305 -2.6721 0.057 0.027 0.033
Br 4.2958 1.1935 -3.1969 0.033 -0.098 -0.001
C 4.1424 2.2879 -1.6002 0.097 0.162 -0.175
C 5.0427 1.7937 -0.4994 -0.175 -0.042 0.127
Br 4.2793 0.1968 0.2837 0.203 -0.197 -0.076
H 3.0978 2.2637 -1.3088 -0.029 0.003 0.029
H 4.4122 3.2955 -1.9074 0.042 0.012 0.006
H 5.1045 2.5275 0.3023 -0.048 0.012 0.011
H 6.0413 1.5466 -0.8424 0.015 0.018 -0.078
Br 1.8862 1.7613 -9.1054 0.031 0.037 -0.036
C 2.1367 0.8286 -7.4157 -0.086 -0.051 -0.111
C 1.2970 1.4170 -6.3168 0.132 -0.019 0.272
Br 2.0340 3.0847 -5.6513 -0.107 0.149 -0.115
H 3.1973 0.8666 -7.1940 0.030 0.021 0.038
H 1.8400 -0.1989 -7.6082 -0.036 -0.019 0.019
H 1.2811 0.7453 -5.4594 -0.022 -0.025 -0.027
H 0.2819 1.6272 -6.6353 -0.018 -0.038 -0.057
Br -6.2232 -0.9074 5.9205 0.031 0.060 0.153
C -6.9564 -2.6048 5.3455 0.016 0.134 -0.100
C -7.9273 -3.1731 6.3417 0.029 -0.131 -0.002
Br -7.0432 -3.9547 7.8960 -0.019 0.054 0.028
H -6.1111 -3.2571 5.1549 -0.007 -0.047 -0.059
H -7.4554 -2.3899 4.4039 0.042 -0.041 -0.051
H -8.4881 -3.9906 5.8957 0.008 -0.017 -0.028
H -8.6122 -2.4250 6.7249 -0.015 0.036 0.007
Br -7.0847 5.4846 1.5007 0.041 -0.034 0.025
C -5.7918 6.1693 0.2197 -0.166 0.058 0.035
C -5.7657 5.3487 -1.0426 0.194 -0.199 0.051
Br -4.8341 3.6543 -0.8278 -0.253 0.659 0.057
H -4.8305 6.1799 0.7215 0.038 -0.025 0.005
H -6.1075 7.1896 0.0136 0.006 0.012 -0.041
H -5.2175 5.8798 -1.8180 -0.031 0.069 -0.003
H -6.7641 5.1129 -1.3984 -0.040 0.048 -0.011
Br 5.6737 -6.5749 0.3585 -0.002 -0.054 0.031
C 4.9306 -7.4376 -1.2148 0.078 0.157 0.049
C 3.4273 -7.3879 -1.2300 -0.095 -0.131 0.006
Br 2.6462 -8.6727 0.0068 0.048 0.008 0.025
H 5.3108 -8.4530 -1.2228 -0.012 -0.041 -0.030
H 5.3308 -6.8883 -2.0632 -0.026 0.012 -0.033
H 3.0511 -7.6654 -2.2115 0.013 0.003 -0.031
H 3.0391 -6.4117 -0.9557 0.040 0.045 -0.016
Br -3.3568 1.0920 -1.6790 0.627 -0.669 -0.741
C -2.0775 1.7155 -2.9941 -0.387 0.112 0.041
C -1.9945 0.8448 -4.2200 0.143 -0.003 -0.029
Br -1.0061 -0.7997 -3.8903 -0.020 -0.029 0.001
H -1.1254 1.7893 -2.4783 0.065 0.010 -0.049
H -2.4196 2.7109 -3.2781 0.075 0.017 -0.053
H -1.4472 1.3494 -5.0141 -0.019 0.046 0.019
H -2.9747 0.5534 -4.5809 -0.039 -0.011 0.004
Br 4.5098 6.6249 -10.2574 0.060 -0.011 -0.011
C 3.8722 5.7908 -11.8915 -0.073 0.102 0.128
C 3.4875 4.3516 -11.6786 0.047 -0.129 -0.084
Br 5.0391 3.1949 -11.5381 0.035 0.001 0.047
H 4.6605 5.9022 -12.6274 0.012 -0.020 -0.044
H 3.0040 6.3712 -12.1929 -0.033 -0.017 -0.017
H 2.9278 3.9825 -12.5345 -0.022 0.025 -0.023
H 2.9081 4.2042 -10.7730 -0.018 0.034 0.033
Br 7.9821 -1.0464 5.2480 0.004 0.069 -0.049
C 8.6854 -0.5804 6.9946 -0.125 -0.143 -0.080
C 7.9287 0.5612 7.6185 0.090 0.113 0.055
Br 8.4068 2.2738 6.8262 -0.032 -0.009 -0.031
H 9.7392 -0.3622 6.8622 0.032 0.046 0.044
H 8.5709 -1.4744 7.6026 -0.007 0.001 0.042
H 8.1790 0.6525 8.6722 0.012 -0.019 0.021
H 6.8545 0.4509 7.5068 -0.029 -0.044 0.012
```
Positions in Å, forces in eV/Å.

Results of the Löwdin charge analysis, in e, for atoms 1 through 5:
1 C -0.09
2 C -0.30
3 O -0.14
4 C -0.28
5 C -0.18

---

- Which of these has the highest max |F|?
  C27H56Br22NO6S2

---

- Look up the orbital gap of the second one.
  7.258 eV

---

- What is the formula in the first record?
  C27H55N3O8P